Density functional theory data (ωB97M-V with the def2-TZVPD basis set) for a molecular structure, C21H28BrIN5O2Pd.

Properties
**E_LUMO (spin up / spin down)**: -10.22 / -10.22 eV
**HOMO (spin up / spin down)**: -15.906 / -15.906 eV

```
! RIJCOSX wB97M-V def2-TZVPD def2/J DEFGRID3
* xyz 3 1
Pd -0.093 -0.763 0.217
C 0.674 -5.969 0.952
O -0.179 -4.803 0.764
C 0.310 -3.618 0.610
O -0.532 -2.687 0.428
N 1.633 -3.422 0.600
N 2.098 -2.110 0.478
H -0.011 -6.793 1.106
H 1.295 -5.846 1.839
H 1.271 -6.142 0.059
H 2.272 -4.159 0.864
H 2.828 -2.058 -0.224
H 2.489 -1.794 1.361
C -0.953 -2.632 -3.917
C -0.452 -2.430 -2.466
N -0.927 -1.135 -1.931
C -2.407 -1.121 -1.927
C -2.949 -1.291 -3.367
N -1.772 -1.432 -4.295
C -0.925 -0.196 -4.241
C -0.418 -0.036 -2.789
H -1.584 -3.512 -4.012
H -0.136 -2.720 -4.629
H 0.635 -2.446 -2.427
H -0.836 -3.221 -1.830
H -2.747 -0.181 -1.498
H -2.756 -1.928 -1.287
H -3.531 -0.433 -3.694
H -3.568 -2.180 -3.472
H -2.114 -1.556 -5.249
H -1.540 0.645 -4.555
H -0.113 -0.308 -4.956
H -0.760 0.908 -2.375
H 0.669 -0.052 -2.758
N 0.211 1.158 -0.008
C 0.518 2.259 -0.119
C 0.906 3.625 -0.267
C 0.401 4.595 0.602
C 0.816 5.904 0.451
C 1.722 6.235 -0.550
C 2.211 5.268 -1.422
C 1.803 3.956 -1.289
H -0.312 4.325 1.370
H 0.433 6.669 1.111
H 2.051 7.261 -0.654
H 2.911 5.540 -2.200
H 2.177 3.189 -1.956
Br 1.499 -1.234 5.954
C 0.597 0.373 5.577
C 0.627 1.398 6.512
C -0.035 2.590 6.263
C -0.762 2.766 5.093
C -0.812 1.752 4.152
C -0.119 0.577 4.409
I -0.195 -0.972 2.997
H 1.168 1.249 7.437
H 0.011 3.384 6.996
H -1.298 3.688 4.914
H -1.397 1.868 3.250
*
```